{"formula": "C34H25N6O3PbS3", "method": "ωB97M-V with the def2-TZVPD basis set", "total_charge": 1, "e_above_lowest_kcal_mol": 0.0, "homo_lumo_gap_ev": 7.07, "species": ["Pb", "C", "O", "C", "C", "C", "C", "C", "C", "N", "N", "C", "O", "C", "C", "C", "C", "C", "C", "C", "O", "H", "H", "H", "H", "H", "H", "H", "H", "H", "H", "H", "H", "S", "C", "N", "C", "C", "C", "C", "C", "C", "S", "H", "H", "H", "H", "N", "C", "C", "C", "C", "C", "C", "S", "N", "C", "C", "C", "C", "C", "C", "N", "H", "H", "H", "H", "H", "H", "H", "H", "H"], "coordinates": [[1.2485, 0.6055, -0.8226], [4.3413, -0.6819, -3.7524], [2.9161, -0.6440, -3.7366], [2.2826, -1.8259, -3.8641], [2.8404, -3.0682, -4.0878], [2.0466, -4.2330, -4.1328], [0.6869, -4.2086, -3.9511], [0.1069, -2.9502, -3.7363], [-1.2003, -2.4601, -3.4676], [-1.1486, -1.1647, -3.3150], [-2.1868, -0.3247, -3.2413], [-2.0089, 0.7621, -2.4776], [-0.9823, 1.0696, -1.8404], [-3.2098, 1.6471, -2.3994], [-4.4375, 1.2692, -2.9331], [-5.5315, 2.1112, -2.8159], [-5.4044, 3.3342, -2.1727], [-4.1796, 3.7158, -1.6421], [-3.0863, 2.8724, -1.7513], [0.8942, -1.8140, -3.7228], [0.1538, -0.6988, -3.4811], [4.6684, 0.3413, -3.5963], [4.7140, -1.3196, -2.9484], [4.7069, -1.0368, -4.7174], [3.9088, -3.1642, -4.2127], [2.5440, -5.1775, -4.3032], [0.0955, -5.1118, -3.9680], [-2.1537, -2.9525, -3.3841], [-4.5295, 0.3186, -3.4382], [-6.4854, 1.8137, -3.2299], [-6.2592, 3.9920, -2.0874], [-4.0770, 4.6736, -1.1494], [-2.1245, 3.1536, -1.3431], [1.7947, -2.1205, -0.6379], [2.6176, -1.5226, 0.7502], [2.4691, -0.2936, 1.1820], [3.2566, -0.0308, 2.2931], [3.3148, 1.1776, 2.9832], [4.1469, 1.2739, 4.0814], [4.9138, 0.1832, 4.4999], [4.8601, -1.0225, 3.8255], [4.0264, -1.1189, 2.7180], [3.7360, -2.4816, 1.6749], [2.7149, 2.0169, 2.6560], [4.2079, 2.2058, 4.6273], [5.5570, 0.2822, 5.3634], [5.4527, -1.8655, 4.1538], [-1.9699, 0.4596, 2.5924], [-2.1714, -0.9009, 2.9398], [-2.5570, -1.2517, 4.2205], [-2.7296, -2.5924, 4.5415], [-2.4807, -3.5735, 3.5938], [-2.0633, -3.2155, 2.3179], [-1.9370, -1.8771, 1.9852], [-1.5558, -1.3744, 0.3437], [-0.6896, 0.0610, 0.6729], [-1.0730, 0.8201, 1.6308], [-0.5493, 2.2202, 1.6812], [-1.1565, 3.2242, 2.4214], [-0.6258, 4.5054, 2.3657], [0.4822, 4.7463, 1.5734], [1.0089, 3.6877, 0.8488], [0.5056, 2.4608, 0.9039], [-2.0837, 1.1039, 3.3567], [-2.7283, -0.4831, 4.9649], [-3.0473, -2.8648, 5.5381], [-2.6041, -4.6176, 3.8448], [-1.8497, -3.9749, 1.5773], [-2.0479, 3.0465, 3.0061], [-1.0842, 5.3054, 2.9310], [0.9251, 5.7291, 1.5021], [1.8639, 3.8286, 0.1973]]}

{"formula": "C2H3Cl2F2P", "method": "ωB97M-V with the def2-TZVPD basis set", "e_above_lowest_kcal_mol": 8.9, "homo_lumo_gap_ev": 8.26, "species": ["C", "C", "F", "F", "P", "Cl", "Cl", "H", "H", "H"], "coordinates": [[-1.8785, -0.2310, -0.7521], [1.5457, 0.5851, -0.2093], [2.3343, -0.5463, -0.2405], [1.6387, 1.2257, 1.0162], [-0.1872, -0.2906, -0.0335], [-2.6171, 1.2746, -0.0864], [-2.3955, -1.5725, 0.3706], [1.6356, 1.2306, -1.1010], [-0.2877, -0.1518, 1.2390], [0.2116, -1.5239, -0.2030]]}

{"formula": "C6H13BO6S", "method": "ωB97M-V with the def2-TZVPD basis set", "homo_lumo_gap_ev": 10.42, "species": ["C", "C", "O", "C", "C", "C", "C", "B", "O", "O", "O", "S", "O", "O", "H", "H", "H", "H", "H", "H", "H", "H", "H", "H", "H", "H", "H"], "coordinates": [[3.4199, -0.3272, 0.5806], [2.6485, -0.4566, -0.7242], [1.2511, -0.1794, -0.5981], [0.4631, -1.2351, -0.1258], [-0.7521, -1.4017, -1.0389], [-1.5297, -0.0801, -1.1235], [-1.9457, 0.5075, 0.2203], [-2.4748, 2.0209, 0.1680], [-3.1956, 2.4913, 1.2390], [-2.2729, 2.8098, -0.9480], [-0.8196, 0.5834, 1.1686], [-0.1710, -0.8173, 1.5119], [0.8836, -0.5685, 2.4406], [-1.2121, -1.7537, 1.8233], [3.4342, -1.2585, 1.1459], [4.4427, -0.0021, 0.3882], [2.9380, 0.4217, 1.2072], [3.0063, 0.2692, -1.4538], [2.7715, -1.4525, -1.1655], [1.0481, -2.1526, -0.0074], [-0.3564, -1.6469, -2.0265], [-1.3765, -2.2202, -0.6842], [-2.4540, -0.2473, -1.6823], [-0.9452, 0.6370, -1.7006], [-2.7267, -0.1029, 0.6834], [-2.7280, 3.1223, 1.8010], [-1.3467, 3.0396, -1.0992]]}

{"formula": "C24H50Cl22IOP", "method": "ωB97M-V with the def2-TZVPD basis set", "e_above_lowest_kcal_mol": 9.7, "homo_lumo_gap_ev": 8.81, "species": ["C", "O", "C", "P", "I", "H", "H", "H", "H", "H", "H", "Cl", "C", "C", "Cl", "H", "H", "H", "H", "Cl", "C", "C", "Cl", "H", "H", "H", "H", "Cl", "C", "C", "Cl", "H", "H", "H", "H", "Cl", "C", "C", "Cl", "H", "H", "H", "H", "Cl", "C", "C", "Cl", "H", "H", "H", "H", "Cl", "C", "C", "Cl", "H", "H", "H", "H", "Cl", "C", "C", "Cl", "H", "H", "H", "H", "Cl", "C", "C", "Cl", "H", "H", "H", "H", "Cl", "C", "C", "Cl", "H", "H", "H", "H", "Cl", "C", "C", "Cl", "H", "H", "H", "H", "Cl", "C", "C", "Cl", "H", "H", "H", "H"], "coordinates": [[2.3071, -0.1722, -2.6122], [3.5174, -0.9310, -2.5540], [3.2958, -2.2757, -2.2325], [4.7065, -3.2347, -2.9501], [6.6950, -2.6396, -1.6648], [2.0489, 0.1803, -1.6168], [1.4905, -0.7485, -3.0379], [2.5027, 0.6772, -3.2593], [2.4119, -2.6911, -2.7285], [3.1612, -2.4251, -1.1578], [4.3800, -4.5246, -2.4597], [-1.1386, -0.8834, -2.5954], [-1.7716, -0.9469, -0.9272], [-1.6192, 0.3750, -0.2201], [0.0942, 0.7602, 0.1059], [-1.2467, -1.7410, -0.4015], [-2.8226, -1.2143, -0.9966], [-2.1268, 0.3359, 0.7437], [-2.0410, 1.1899, -0.8003], [-5.9054, -1.0732, -1.3858], [-5.8503, -2.5893, -2.3152], [-5.3889, -3.7517, -1.4759], [-3.6906, -3.5793, -0.9649], [-5.1914, -2.4220, -3.1635], [-6.8543, -2.7876, -2.6862], [-5.4668, -4.6695, -2.0561], [-5.9859, -3.8583, -0.5741], [-4.4501, 2.0992, -1.4490], [-4.7284, 1.9359, 0.3076], [-4.4012, 3.1904, 1.0706], [-2.6457, 3.5541, 1.0592], [-4.1293, 1.0975, 0.6481], [-5.7806, 1.6865, 0.4473], [-4.6963, 3.0736, 2.1094], [-4.9139, 4.0544, 0.6649], [8.1398, -5.5627, 2.6452], [8.6065, -4.1137, 1.7229], [10.0705, -4.1148, 1.3682], [11.1098, -3.9092, 2.8048], [8.3383, -3.2406, 2.3134], [8.0117, -4.1128, 0.8102], [10.2867, -3.2846, 0.6981], [10.3600, -5.0412, 0.8799], [3.6660, -6.0032, -6.0504], [4.1969, -4.5739, -6.9713], [5.6511, -4.6517, -7.3586], [6.7288, -4.5104, -5.9476], [3.9962, -3.6939, -6.3651], [3.5841, -4.5284, -7.8701], [5.8925, -3.8248, -8.0241], [5.8809, -5.5853, -7.8652], [-4.7653, 5.5185, 3.7101], [-3.4027, 6.3400, 2.9052], [-3.2307, 7.7545, 3.3926], [-4.5770, 8.8019, 2.8710], [-3.5770, 6.3060, 1.8338], [-2.5088, 5.7613, 3.1264], [-2.3178, 8.1760, 2.9763], [-3.1726, 7.7994, 4.4767], [4.2757, -7.4594, -2.7546], [6.0156, -7.2048, -3.0467], [6.8538, -7.7494, -1.9190], [6.6356, -6.8178, -0.4166], [6.1780, -6.1384, -3.1881], [6.2638, -7.7167, -3.9748], [7.9081, -7.6917, -2.1843], [6.6052, -8.7855, -1.7053], [-9.4519, 11.0227, 2.4682], [-7.8520, 10.9774, 1.6851], [-7.9403, 11.2020, 0.1977], [-8.7261, 9.8408, -0.6433], [-7.3951, 10.0179, 1.9137], [-7.2527, 11.7650, 2.1384], [-6.9378, 11.2958, -0.2160], [-8.4995, 12.1044, -0.0335], [-2.9651, 0.9543, 3.0993], [-3.5908, -0.2001, 4.3035], [-3.4514, -1.6215, 3.8226], [-4.5213, -1.9551, 2.4343], [-4.6298, 0.0519, 4.4985], [-3.0190, -0.0582, 5.2186], [-3.7285, -2.3098, 4.6188], [-2.4315, -1.8357, 3.5144], [8.1224, -3.0769, 6.2011], [9.6824, -2.3388, 5.7558], [9.7392, -0.8746, 6.1056], [8.6427, 0.0993, 5.0915], [9.8360, -2.4997, 4.6938], [10.4563, -2.8764, 6.3012], [10.7468, -0.4989, 5.9365], [9.4727, -0.7033, 7.1451], [-7.5401, 4.4892, 0.8363], [-7.6366, 4.1293, -0.9098], [-9.0086, 3.6566, -1.3120], [-9.3733, 2.0441, -0.6441], [-6.8811, 3.3846, -1.1453], [-7.3926, 5.0496, -1.4377], [-9.0615, 3.5733, -2.3959], [-9.7813, 4.3423, -0.9751]]}